22
Properties=species:S:1:pos:R:3:forces:R:3:lowdin_charge:R:1 method="wB97M-V/def2-TZVPD" e_above_lowest_kj_mol=0.2 total_charge=+1 e_homo_ev=-13.0 total_energy_ha=-703.59952
C -0.33520 0.65297 1.05948 3.33 -1.28 1.85 -0.10
C 0.28126 -0.79466 1.18517 -0.81 2.05 -3.47 -0.03
C 1.23510 0.35599 -0.54645 0.60 0.64 1.10 -0.03
C 0.30549 2.64012 -0.38508 2.50 -0.11 -1.24 0.01
C 1.95939 -1.90139 -0.48429 -0.35 -4.11 3.31 -0.04
N -2.28730 -1.11732 -0.70497 0.31 -0.88 -0.53 -0.36
N 0.46118 1.26178 -0.00614 -0.15 -1.71 -0.47 -0.11
N 1.34432 -0.79820 0.10054 -2.88 3.28 -0.65 -0.10
P -3.30164 -0.03788 -0.29311 -1.02 1.32 0.50 0.79
H -1.32331 0.47211 0.84317 -2.09 0.68 -0.68 -0.05
H -0.18782 1.06992 2.06986 -0.23 0.73 -0.73 0.15
H 0.67108 -0.92518 2.09293 2.01 -0.70 3.43 0.08
H -0.58814 -1.40011 1.08693 0.02 -1.41 -0.86 0.09
H 1.88976 0.66538 -1.34535 0.03 -0.39 -0.38 0.18
H 0.70667 3.14995 0.47078 0.82 1.11 -0.18 0.10
H 0.72553 2.92551 -1.45441 -0.86 -0.66 2.53 0.16
H -0.69529 2.77103 -0.26174 -3.08 1.00 -0.60 0.05
H 2.65996 -1.73982 -1.25554 0.22 0.50 -1.14 0.09
H 2.54768 -2.25140 0.39792 0.17 -0.60 -0.94 0.12
H 1.18030 -2.72884 -0.60984 1.19 1.06 -0.63 0.13
H -2.60093 -1.92178 -1.24128 0.02 -0.08 0.00 -0.01
H -4.64810 -0.34818 -0.71858 0.27 -0.43 -0.23 -0.13